Record 1
C26H44BBr3N5O4 | ωB97M-V with the def2-TZVPD basis set

Calculated values
**LUMO**: -3.04 eV
**Total charge**: +1
**SMILES string**: CCCCN[C@@]1(/C(Br)=C(/C)Br)[C@H](CCCN)[N@@H+](OC(=O)c2ccccc2)[C@](C[C@H](C)Br)(OCC)CN1B(N)O
**Largest force on an atom**: 3.6 eV Å⁻¹
**Gap between HOMO and LUMO**: 8.500 eV

Last column: Löwdin charge in e.
Element x y z (Å)
C: -4.67191 5.42946 0.78706  -0.114
C: -3.09457 5.32732 0.97823  -0.242
C: -2.71806 3.80934 1.23560  -0.181
C: -1.46072 3.30104 0.37030  -0.220
N: -1.82383 1.95413 -0.11580  -0.038
C: -0.77481 1.29865 -0.90201  -0.373
C: -0.27685 2.06545 -2.17155  -0.477
Br: 1.52435 1.90838 -2.99201  0.891
C: -1.05908 2.91261 -2.93173  -0.652
C: -0.52196 3.66129 -4.21603  -0.189
Br: -2.93591 3.28998 -2.59273  0.851
C: 0.35967 0.91868 0.20141  -0.106
C: 1.62299 1.87644 0.23639  -0.172
C: 2.23643 2.09759 1.68695  -0.173
C: 3.49483 1.16924 1.86852  -0.287
N: 4.39603 1.72654 2.93133  -0.015
N: 0.66892 -0.54679 0.30114  0.047
O: -0.18392 -1.13605 1.22231  0.025
C: 0.40472 -1.33362 2.49374  -0.340
O: 0.95177 -0.50120 3.15674  0.163
C: 0.25516 -2.75854 3.10398  -0.114
C: -0.93128 -3.59474 2.84636  -0.009
C: -1.01731 -4.91025 3.50145  -0.046
C: 0.05774 -5.36957 4.40855  -0.043
C: 1.23965 -4.53456 4.62861  -0.047
C: 1.32245 -3.22965 3.98042  -0.010
C: 0.80722 -1.31698 -0.99928  -0.311
C: 0.48444 -2.83704 -0.57423  -0.129
C: 0.81040 -3.92987 -1.67178  -0.653
C: -0.45064 -4.90445 -1.82511  -0.157
Br: 2.25206 -5.13741 -0.98412  0.711
O: 2.13713 -1.08541 -1.37736  -0.083
C: 2.55665 -1.36497 -2.70466  -0.257
C: 3.70716 -2.48833 -2.66084  -0.080
C: -0.34069 -0.90403 -2.00808  -0.066
N: -1.29554 -0.02280 -1.32141  0.045
B: -2.70473 -0.12010 -1.73148  -0.665
N: -3.14411 -0.14060 -3.14494  0.168
O: -3.75778 -0.25001 -0.77488  0.093
H: -4.86905 6.21156 0.00918  0.071
H: -5.09307 4.45825 0.40678  0.066
H: -5.11193 5.69607 1.78589  0.079
H: -2.49604 5.78494 0.15136  0.096
H: -2.85825 5.90475 1.91990  0.104
H: -3.59010 3.10055 1.13346  0.108
H: -2.40945 3.72482 2.32231  0.109
H: -0.58493 3.33409 1.07430  0.114
H: -1.32846 4.06401 -0.43739  0.084
H: -2.11833 1.40104 0.68903  0.132
H: -1.31570 4.27715 -4.70623  0.064
H: -0.24262 2.86160 -4.96241  0.072
H: 0.33777 4.33707 -3.98447  0.074
H: -0.07160 1.12911 1.22528  0.151
H: 2.46593 1.45848 -0.38949  0.075
H: 1.39796 2.88650 -0.20814  0.110
H: 2.63531 3.15444 1.69355  0.122
H: 1.49160 2.03781 2.51943  0.109
H: 3.24749 0.09785 2.12726  0.094
H: 4.14012 1.11732 0.94198  0.122
H: 4.12876 1.35895 3.84761  0.069
H: 5.33834 1.39195 2.70593  0.068
H: 1.61694 -0.60203 0.73607  0.188
H: -1.77525 -3.28554 2.19201  0.112
H: -1.88951 -5.58818 3.38136  0.103
H: -0.00114 -6.34713 4.94034  0.107
H: 2.07685 -4.82241 5.30176  0.108
H: 2.19352 -2.55417 4.14207  0.117
H: 1.07848 -3.14234 0.33657  0.097
H: -0.62423 -2.95403 -0.39843  0.125
H: 1.00798 -3.55675 -2.70162  0.088
H: -0.61763 -5.48043 -0.87925  0.078
H: -1.35191 -4.34139 -2.18108  0.080
H: -0.16564 -5.63031 -2.63979  0.082
H: 3.06991 -0.48515 -3.18914  0.086
H: 1.80255 -1.72568 -3.44347  0.116
H: 3.39613 -3.43787 -3.16564  0.055
H: 4.66683 -2.07560 -3.08352  0.083
H: 3.91218 -2.69097 -1.57831  0.061
H: -0.91842 -1.84305 -2.26424  0.140
H: 0.01509 -0.52653 -3.00941  0.113
H: -3.81368 0.60344 -3.33494  0.055
H: -2.34629 -0.11635 -3.78147  0.067
H: -4.28781 -1.03184 -1.00586  0.101

Record 2
C12H21NSi | ωB97M-V with the def2-TZVPD basis set

Calculated values
**LUMO (spin up / spin down)**: 0.03 / 0.00 eV
**Total charge**: 0
**Largest force on an atom**: 6.1 eV Å⁻¹
**ΔE to the lowest compared entry with this formula, charge and spin**: 150.7 kcal per mole
**Gap between HOMO and LUMO (spin up / spin down)**: 6.270 / 8.989 eV

Last column: Löwdin charge in e.
Element x y z (Å)
C: 1.57869 -3.21477 -2.75114  -0.114
C: 2.58512 -2.72657 -1.91855  -0.101
C: 0.32654 -2.56606 -2.87960  -0.099
C: 2.19884 -1.68177 -1.05554  -0.120
C: -0.00271 -1.49619 -2.09212  -0.151
C: 0.92505 -1.02238 -1.20621  -0.352
C: -0.86367 1.94951 -1.99197  -0.094
C: -1.58971 1.99125 0.46260  -0.149
C: 0.33188 3.36004 -0.28331  -0.116
C: 0.31402 -1.28478 3.22190  -0.264
C: -1.92662 -0.50161 3.25878  -0.164
C: -0.33555 2.03168 -0.50514  -0.683
N: -0.90883 -1.32192 2.57439  -0.097
Si: 0.61666 0.37254 0.01470  0.921
H: 1.72609 -4.20282 -3.28349  0.115
H: 3.60474 -3.35007 -1.79857  0.146
H: -0.55203 -3.02797 -3.44197  0.125
H: 2.79901 -1.24621 -0.26586  0.069
H: -0.97010 -1.01046 -2.11854  0.093
H: -1.39598 1.14823 -2.31706  0.008
H: -1.52074 2.82118 -2.17716  0.080
H: 0.16529 2.18204 -2.56598  0.129
H: -1.14054 2.18432 1.47986  0.086
H: -2.18620 1.10123 0.34048  0.049
H: -2.41429 2.71104 0.15100  0.096
H: 1.14620 3.67468 -0.91554  0.086
H: -0.49550 3.97449 -0.24745  0.054
H: 0.72518 3.24136 0.70073  0.061
H: 0.82758 -0.20100 3.14628  0.097
H: 0.22445 -1.65874 4.21917  0.062
H: 1.00654 -2.03269 2.79038  0.071
H: -2.76162 -0.13188 2.61044  0.074
H: -2.20601 -1.03656 4.14584  0.066
H: -1.44961 0.43620 3.58809  0.061
H: 1.61784 0.53464 1.11058  -0.046

Record 3
C21H49BIO12P4S | ωB97M-V with the def2-TZVPD basis set

Calculated values
**LUMO**: 0.07 eV
**Total charge**: -1
**Largest force on an atom**: 9.4 eV Å⁻¹
**Gap between HOMO and LUMO**: 4.704 eV

Last column: Löwdin charge in e.
Element x y z (Å)
C: 4.49726 -3.90662 -3.09887  -0.196
C: 3.34210 -3.41843 -4.10161  -0.382
P: 2.47201 -1.81260 -3.65067  0.989
C: 3.60106 -0.51202 -2.88819  -0.416
C: 4.35428 -0.91996 -1.53052  -0.203
C: 0.85904 -2.07196 -2.71497  -0.933
I: 0.85710 -2.52942 -0.57633  0.736
O: 0.30913 -3.28280 -3.32930  -0.226
B: -0.51505 -2.85646 -4.50460  -0.800
C: -1.94907 -3.60370 -4.76487  -0.069
C: -2.97553 -3.52630 -3.52022  -0.175
O: -3.75209 -4.80359 -3.56044  -0.119
C: -4.07050 -5.10203 -2.21533  -0.295
O: -3.69448 -6.17471 -1.67392  0.008
O: -0.46631 -1.36104 -4.52098  -0.119
C: -0.37581 -1.06388 -3.12000  -0.542
P: -0.29935 0.73582 -2.54434  0.386
S: -0.64687 1.99759 -3.99574  0.122
H: 5.50801 -3.38770 -3.28833  0.065
H: 4.24315 -3.82434 -1.99275  0.059
H: 4.65646 -5.03390 -3.30317  0.068
H: 3.84259 -3.27703 -5.13037  0.082
H: 2.55378 -4.25476 -4.12386  0.092
H: 2.98789 0.43836 -2.67011  0.056
H: 4.35307 -0.20138 -3.70228  0.079
H: 3.75379 -1.57092 -0.82009  0.005
H: 5.30833 -1.50467 -1.81360  0.054
H: 4.72764 0.05772 -1.04480  0.068
H: 0.16623 -3.14277 -5.45787  0.094
H: -2.45108 -3.08479 -5.65923  0.110
H: -1.78072 -4.71846 -4.96697  0.112
H: -3.73776 -2.68157 -3.60600  0.127
H: -2.42944 -3.54289 -2.50704  0.119
H: -4.71799 -4.41049 -1.55517  0.155
H: -1.34216 -1.44956 -2.64631  0.104
H: 0.90335 1.00184 -1.80684  -0.031
H: -1.38316 0.91062 -1.59301  -0.020
O: 2.51190 -4.18293 6.12187  -0.237
P: 3.03254 -2.93212 5.40770  0.692
O: 1.86318 -1.88779 5.94695  -0.226
C: 1.90406 -1.46715 7.29956  -0.303
C: 3.09941 -0.57127 7.57931  -0.088
O: 2.38097 -3.27299 3.92134  -0.222
C: 1.99720 -4.60342 3.58648  -0.296
C: 0.55040 -4.87177 3.96818  -0.072
O: 3.76169 -1.58679 4.62570  -0.198
C: 5.17517 -1.46542 4.76491  -0.311
C: 5.91986 -2.73505 4.39708  -0.085
H: 1.90727 -2.33493 7.96613  0.108
H: 0.98486 -0.90789 7.48929  0.118
H: 4.02319 -1.16141 7.58482  0.060
H: 3.00774 -0.09312 8.55887  0.077
H: 3.19851 0.20033 6.81481  0.084
H: 2.67721 -5.32678 4.04264  0.101
H: 2.10773 -4.71354 2.50383  0.111
H: 0.31057 -4.52600 4.97576  0.069
H: 0.32736 -5.93999 3.90468  0.078
H: -0.12164 -4.33716 3.29242  0.076
H: 5.41485 -1.17032 5.79064  0.096
H: 5.49655 -0.65223 4.10910  0.124
H: 5.64857 -3.56373 5.06061  0.068
H: 6.99875 -2.58212 4.47877  0.081
H: 5.68066 -3.04435 3.37740  0.089
O: -4.75880 5.40599 0.63686  -0.238
P: -4.24269 5.98089 -0.68544  0.694
O: -2.80582 5.16050 -0.72133  -0.225
C: -2.82857 3.77205 -1.01934  -0.300
C: -3.23468 3.50782 -2.45846  -0.133
O: -3.68337 7.41616 -0.06315  -0.225
C: -4.15878 7.89274 1.19024  -0.307
C: -3.29765 7.38491 2.33567  -0.079
O: -3.81724 6.63774 -2.21519  -0.198
C: -4.84316 6.64875 -3.20493  -0.309
C: -6.13281 7.28275 -2.71788  -0.089
H: -3.49446 3.24721 -0.32745  0.109
H: -1.81691 3.39241 -0.85689  0.106
H: -4.30714 3.70166 -2.59150  0.062
H: -3.05166 2.46572 -2.73049  0.024
H: -2.68875 4.15447 -3.14501  0.066
H: -5.21055 7.63093 1.32820  0.100
H: -4.11167 8.98568 1.16401  0.112
H: -3.08622 6.31668 2.26039  0.072
H: -3.78285 7.57664 3.29656  0.074
H: -2.32868 7.89051 2.33017  0.074
H: -5.02963 5.62646 -3.54516  0.099
H: -4.46154 7.21163 -4.06063  0.123
H: -6.56354 6.72032 -1.88207  0.068
H: -6.87365 7.30621 -3.52079  0.080
H: -5.95667 8.30187 -2.36652  0.084